1.
Formula: C22H25N3O5
Source: the Open Molecules 2025 dataset
Level of theory: ωB97M-V/def2-TZVPD

Summary:
F_max: 0.845 eV/Å
highest occupied orbital energy: -8.41 eV
net charge: 0
relative energy (zero: lowest compared OMol25 entry of this formula, charge and spin): 351.7 kJ/mol
SMILES: COc1ccc(/C(O)=C2/C(=O)C(=O)N(CCN(C)C)[C@H]2c2cccnc2)cc1OC
Kohn-Sham gap: 7.901 eV

CARTESIAN COORDINATES (ANGSTROEM)
C1 5.2448 -2.9903 0.1432
O1 5.3407 -1.6166 0.4355
C2 4.2957 -0.8137 0.1349
C3 3.1089 -1.2245 -0.4527
C4 2.0898 -0.3228 -0.7112
C5 2.2406 1.0191 -0.3907
C6 1.2132 2.0309 -0.6324
O2 1.6852 3.2617 -0.7892
C7 -0.1471 1.8283 -0.6335
C8 -1.0467 2.9494 -0.6955
O3 -0.7421 4.1233 -0.9007
C9 -2.4338 2.4251 -0.3749
O4 -3.4710 3.0437 -0.2972
N1 -2.2840 1.0978 -0.1460
C10 -3.3754 0.2434 0.2425
C11 -3.3371 -0.0622 1.7468
N2 -4.1394 -1.2261 2.0744
C12 -3.8601 -1.6921 3.4179
C13 -5.5571 -0.9786 1.8996
C14 -0.9558 0.5769 -0.4287
C15 -1.0537 -0.2907 -1.6677
C16 -1.1878 0.2736 -2.9314
C17 -1.3358 -0.5599 -4.0266
C18 -1.3559 -1.9309 -3.8134
N3 -1.2439 -2.4771 -2.6154
C19 -1.1019 -1.6791 -1.5738
C20 3.4489 1.4473 0.1807
C21 4.4667 0.5582 0.4522
O5 5.6587 0.8814 1.0129
C22 5.9048 2.2313 1.3277
H1 5.1185 -3.1652 -0.9299
H2 4.4205 -3.4610 0.6882
H3 6.1878 -3.4248 0.4703
H4 2.9641 -2.2575 -0.7247
H5 1.2018 -0.6728 -1.2067
H6 0.9157 3.8927 -0.8878
H7 -4.2924 0.7761 -0.0190
H8 -3.3270 -0.6971 -0.3144
H9 -3.6507 0.8356 2.3079
H10 -2.3038 -0.2878 2.0269
H11 -4.1110 -0.9477 4.1893
H12 -2.8021 -1.9372 3.5026
H13 -4.4391 -2.5947 3.6058
H14 -5.9201 -0.1485 2.5246
H15 -5.7625 -0.7475 0.8573
H16 -6.1066 -1.8802 2.1650
H17 -0.5904 -0.0243 0.4145
H18 -1.1763 1.3477 -3.0511
H19 -1.4380 -0.1546 -5.0208
H20 -1.4700 -2.6257 -4.6344
H21 -1.0136 -2.1733 -0.6136
H22 3.5543 2.4944 0.4102
H23 5.1976 2.6054 2.0748
H24 6.9117 2.2555 1.7409
H25 5.8621 2.8660 0.4371

***

2.
Formula: C19H41CeN2OP2
Source: the Open Molecules 2025 dataset
Level of theory: ωB97M-V/def2-TZVPD

Summary:
⟨S²⟩: 0.752
F_max: 5.701 eV/Å
multiplicity: 2
highest occupied orbital energy (alpha / beta): -14.50 / -14.62 eV
net charge: +2
relative energy (zero: lowest compared OMol25 entry of this formula, charge and spin): 0.0 kJ/mol
Kohn-Sham gap (alpha / beta): 7.832 / 8.002 eV

CARTESIAN COORDINATES (ANGSTROEM)
Ce1 -0.7010 0.0133 -0.6272
P1 0.1515 -2.6889 -0.5071
P2 0.1246 2.6935 -0.1907
N1 1.7575 0.0502 -1.2037
C1 1.8016 -2.5207 -1.3134
H1 2.4240 -3.3152 -0.8950
H2 1.6583 -2.7169 -2.4011
C2 2.5891 -1.1865 -1.2416
H3 3.2503 -1.1206 -0.3566
H4 3.2769 -1.1371 -2.1070
C3 2.5884 1.2929 -1.0686
H5 3.2743 1.3568 -1.9626
H6 3.2311 1.1352 -0.2283
C4 1.7739 2.6276 -1.0119
H7 1.6354 2.9400 -2.0672
H8 2.4043 3.3858 -0.5016
C5 0.3999 3.6856 1.3378
C6 -0.7674 3.5576 2.3273
H9 -0.4725 4.0109 3.2774
H10 -1.0312 2.5074 2.5069
H11 -1.6665 4.0578 1.9840
C7 -0.9640 3.6857 -1.3590
C8 -2.3818 3.8773 -0.7910
H12 -3.0254 4.2708 -1.5922
H13 -2.4103 4.5967 0.0275
H14 -2.8496 2.9349 -0.4482
C9 -0.9486 -3.5213 -1.7825
C10 -2.3595 -3.7884 -1.2334
H15 -3.0089 -4.0942 -2.0670
H16 -2.8322 -2.9019 -0.7771
H17 -2.3739 -4.6037 -0.5012
C11 0.4240 -3.8597 0.8919
C12 -0.7176 -3.7925 1.9114
H18 -0.4446 -4.3971 2.7863
H19 -1.6603 -4.1877 1.5161
H20 -0.8922 -2.7670 2.2610
C13 -3.0631 -0.0295 0.6817
C14 -0.3726 5.0163 -1.8439
H21 -0.3694 5.7791 -1.0696
H22 0.6449 4.8931 -2.2351
H23 -1.0083 5.3855 -2.6678
C15 -0.3577 -4.7683 -2.4488
H24 -1.0068 -5.0389 -3.2976
H25 0.6480 -4.5930 -2.8400
H26 -0.3393 -5.6317 -1.7753
C16 0.7498 -5.3082 0.5197
H27 1.1624 -5.7919 1.4171
H28 -0.1451 -5.8778 0.2411
H29 1.5136 -5.3991 -0.2631
C17 0.7770 5.1556 1.1405
H30 -0.0761 5.7891 0.9427
H31 1.2136 5.5066 2.0858
H32 1.5660 5.3038 0.3799
H33 1.2641 3.1812 1.7998
H34 1.3216 -3.4392 1.3859
H35 -1.0342 3.0187 -2.2368
H36 -1.0318 -2.7396 -2.5648
O1 -4.0056 -0.0394 1.3511
H37 1.5167 0.1157 -2.1579
H38 -1.1530 0.0453 -2.3314
C18 0.1302 -0.1066 4.3383
C19 -0.1003 -0.0924 2.9131
N2 -0.2813 -0.0747 1.7542
H39 -0.7332 0.2732 4.8822
H40 0.9875 0.5023 4.6103
H41 0.3246 -1.1153 4.6962

***

3.
Formula: C4H6O2Ru
Source: the Open Molecules 2025 dataset
Level of theory: ωB97M-V/def2-TZVPD

Summary:
⟨S²⟩: 8.769
F_max: 3.092 eV/Å
multiplicity: 6
highest occupied orbital energy (alpha / beta): -25.68 / -26.59 eV
net charge: +3
relative energy (zero: lowest compared OMol25 entry of this formula, charge and spin): 0.0 kJ/mol
Kohn-Sham gap (alpha / beta): 9.889 / 7.239 eV

CARTESIAN COORDINATES (ANGSTROEM)
H1 1.1464 -0.5509 1.6295
O1 2.7197 0.3001 0.4845
C1 1.4714 -0.0210 0.7043
C2 0.5448 -0.0963 -0.3001
C3 -0.7814 -0.8051 -0.1523
C4 -1.9927 0.0534 -0.2433
O2 -1.9451 1.2811 -0.2259
Ru1 -0.1574 2.1070 -0.1519
H2 2.7994 1.0656 -0.0989
H3 0.9302 0.0337 -1.3215
H4 -0.8667 -1.3227 0.8203
H5 -0.8904 -1.6063 -0.9012
H6 -2.9781 -0.4386 -0.2434

***

4.
Formula: C5H23NO7
Source: the Open Molecules 2025 dataset
Level of theory: ωB97M-V/def2-TZVPD

Summary:
F_max: 2.141 eV/Å
highest occupied orbital energy: -8.14 eV
net charge: 0
relative energy (zero: lowest compared OMol25 entry of this formula, charge and spin): 227.4 kJ/mol
SMILES: N/C=C/CCCO.O.O.O.O.O.O
Kohn-Sham gap: 8.446 eV

CARTESIAN COORDINATES (ANGSTROEM)
N1 0.9641 1.1356 1.8115
C1 1.4135 0.8668 0.5007
C2 1.3548 1.8184 -0.4219
C3 1.5650 1.8363 -1.9203
C4 0.2087 1.8493 -2.6191
C5 -0.8615 0.8139 -2.3032
O1 -0.3614 -0.5445 -2.5628
H1 0.7273 2.0581 2.1190
H2 0.3878 0.4248 2.2201
H3 1.7859 -0.1134 0.3689
H4 1.1213 2.8031 0.0484
H5 2.0975 2.7859 -2.1300
H6 2.1354 0.9440 -2.2297
H7 0.4773 1.8658 -3.7088
H8 -0.1825 2.8503 -2.3890
H9 -1.1904 0.8208 -1.2699
H10 -1.7434 1.0622 -2.9385
H11 0.5537 -0.5042 -2.8850
O2 1.9704 -2.3194 -1.3999
H12 1.0801 -2.6737 -1.2820
H13 2.2170 -1.7135 -0.7054
O3 -0.7420 -2.4837 -0.7608
H14 -0.5091 -1.5472 -0.8040
H15 -1.5627 -2.6663 -1.2201
O4 -1.1550 -0.5021 3.6519
H16 -2.0703 -0.4163 3.3680
H17 -1.0660 -1.4440 3.8222
O5 -2.2428 2.7401 0.3250
H18 -1.3452 2.6687 0.6676
H19 -2.8132 2.4934 1.0588
O6 0.8604 -1.8051 2.5963
H20 0.9179 -2.7653 2.6432
H21 1.7261 -1.4433 2.8063
O7 -1.8625 -1.7074 1.5670
H22 -0.8985 -1.6867 1.6310
H23 -1.9906 -2.2766 0.7842

***

5.
Formula: C18H23N5O4S2Tl
Source: the Open Molecules 2025 dataset
Level of theory: ωB97M-V/def2-TZVPD

Summary:
⟨S²⟩: 0.760
F_max: 2.151 eV/Å
multiplicity: 2
highest occupied orbital energy (alpha / beta): -7.11 / -8.44 eV
net charge: 0
relative energy (zero: lowest compared OMol25 entry of this formula, charge and spin): 31.3 kJ/mol
Kohn-Sham gap (alpha / beta): 7.503 / 6.936 eV

CARTESIAN COORDINATES (ANGSTROEM)
Tl1 -0.7072 -0.5768 0.5536
C1 -2.6531 2.2169 1.0844
C2 -2.2650 2.1039 -0.4105
N1 -0.8468 1.6523 -0.5636
C3 0.1199 2.7323 -0.2302
C4 1.2515 2.3303 0.7387
N2 0.7252 1.4828 1.8332
C5 -0.0900 2.2162 2.7827
C6 -1.4238 1.4755 3.1035
N3 -2.1165 1.1021 1.8609
H1 -3.7461 2.3238 1.1270
H2 -2.1969 3.0814 1.5109
H3 -2.5600 3.0447 -0.8820
H4 -2.8592 1.3333 -0.8892
H5 -0.7370 1.5208 -1.5608
H6 -0.4107 3.5612 0.2051
H7 0.6332 3.1397 -1.1167
H8 1.6467 3.3048 1.1082
H9 2.0756 1.7879 0.2663
H10 1.4552 0.9758 2.2943
H11 -0.3169 3.2174 2.3534
H12 0.4338 2.5015 3.7288
H13 -1.9676 2.1325 3.8072
H14 -1.1942 0.5392 3.6622
H15 -2.8351 0.4052 2.0936
O1 -2.2608 -1.7864 2.4812
N4 -2.5636 -2.9198 1.9318
C7 -2.5918 -4.0217 2.6958
C8 -2.8044 -5.2554 2.1281
C9 -3.0359 -5.3504 0.7526
C10 -3.0066 -4.2121 -0.0502
C11 -2.8042 -2.9797 0.5889
S1 -2.9874 -1.5071 -0.2776
H16 -2.4484 -3.8734 3.7914
H17 -2.7357 -6.0850 2.8134
H18 -3.1058 -6.3452 0.3382
H19 -3.1323 -4.2301 -1.1349
O2 2.6105 -0.9195 0.2058
C12 2.3344 -0.5383 -0.9347
N5 1.0892 -0.3663 -1.3799
S2 1.0990 0.0467 -2.9646
O3 0.5701 1.4043 -3.1588
O4 0.5095 -1.0098 -3.7513
C13 2.8440 0.0592 -3.2065
C14 3.6056 0.2612 -4.3330
C15 4.9663 0.2520 -4.1949
C16 5.5426 -0.0454 -2.9675
C17 4.7959 -0.2822 -1.8403
C18 3.4130 -0.2142 -1.9404
H20 3.0835 0.4772 -5.2326
H21 5.6774 0.4449 -5.0050
H22 6.6311 -0.1493 -2.9342
H23 5.2896 -0.4588 -0.8817

***

Calculated values (Ha) of DFT total energy for the records, taken in order: -1393.78009; -2090.54514; -399.79687; -785.68544; -2243.22840.